# 1
22
Properties=species:S:1:pos:R:3 method="wB97M-V/def2-TZVPD" s2=0.754 total_charge=0 e_above_lowest_ev=0.444 orbital_gap_ev="9.38 / 5.40" multiplicity=2 lumo_energy_ev="0.64 / -3.34"
C -1.554 1.625 -1.080
C -0.218 1.398 -1.778
C -2.206 0.286 -0.753
O -2.389 -0.579 -1.579
O -2.416 0.235 0.508
H -1.292 2.203 -0.174
H -2.163 2.303 -1.679
H 0.593 1.180 -1.088
H 0.089 2.310 -2.299
H -0.151 0.582 -2.506
C 3.342 0.143 0.155
C 0.259 -1.443 0.676
C 2.189 -0.494 0.876
C 1.340 0.092 1.787
N 1.441 -1.444 0.128
N 0.130 -0.559 1.674
H -0.528 -2.131 0.405
H -0.640 -0.285 2.240
H 1.502 0.997 2.354
H 3.001 0.748 -0.673
H 3.964 -0.709 -0.165
H 4.028 0.655 0.844



# 2
6
Properties=species:S:1:pos:R:3 method="wB97M-V/def2-TZVPD" total_charge=0 e_above_lowest_ev=1.320 orbital_gap_ev=7.56 multiplicity=1 lumo_energy_ev=-1.30
C 0.201 -0.511 0.352
S -0.050 1.813 -0.058
I 2.168 -1.210 0.529
I -1.058 -0.880 1.948
I -0.987 1.568 -2.292
H -0.274 -0.780 -0.479



# 3
11
Properties=species:S:1:pos:R:3 method="wB97M-V/def2-TZVPD" total_charge=0 e_above_lowest_ev=3.175 orbital_gap_ev="8.86 / 8.06" multiplicity=1 lumo_energy_ev="-0.39 / -0.39"
C -1.018 0.811 -0.361
C 0.296 0.316 -0.661
Si 0.985 -0.827 0.734
P -1.749 2.192 0.134
H -2.452 -0.797 -0.576
H 0.973 1.167 -0.784
H 0.287 -0.237 -1.603
H 2.440 -0.632 0.733
H 0.647 -2.210 0.417
H 0.425 -0.410 2.017
H -3.068 1.753 0.251



# 4
81
Properties=species:S:1:pos:R:3 method="wB97M-V/def2-TZVPD" total_charge=0 orbital_gap_ev=8.08 multiplicity=1 lumo_energy_ev=-0.61
In 10.854 15.776 13.011
C 10.693 18.359 14.999
N 10.527 16.901 14.892
C 9.909 16.189 15.804
C 9.868 14.745 15.589
C 9.693 13.679 16.492
C 10.216 12.563 15.923
C 10.822 12.965 14.706
N 10.518 14.255 14.480
C 9.545 18.983 15.689
C 9.521 19.686 16.891
C 8.267 20.046 17.501
C 7.071 19.826 16.835
C 7.138 19.271 15.583
C 8.328 18.850 15.021
H 10.847 18.720 14.021
H 11.642 18.519 15.527
H 9.600 16.518 16.741
H 9.202 13.767 17.468
H 10.110 11.566 16.232
H 11.257 12.409 13.960
H 10.428 19.797 17.547
H 8.233 20.562 18.458
H 6.111 20.151 17.283
H 6.316 19.112 14.922
H 8.328 18.436 14.060
Br 13.134 15.807 17.061
C 14.175 14.459 15.963
Br 14.205 14.818 14.109
H 13.619 13.538 16.130
H 15.195 14.439 16.390
F 11.175 20.721 10.601
C 10.301 20.028 11.307
F 10.448 20.293 12.601
F 9.051 20.365 10.977
S 10.457 18.153 11.134
O 9.441 17.649 12.077
O 10.349 17.820 9.766
N 11.791 17.727 11.887
S 13.313 17.919 11.337
O 13.386 18.777 10.192
O 13.860 16.598 11.309
C 13.876 18.857 12.815
F 13.719 18.154 13.871
F 13.273 20.003 12.842
F 15.207 19.042 12.620
F 8.454 15.020 12.736
C 7.967 13.751 12.868
C 8.494 12.733 12.113
C 7.807 11.522 12.201
F 8.172 10.470 11.474
C 6.687 11.381 13.032
F 6.035 10.208 12.978
C 6.194 12.456 13.753
F 5.133 12.401 14.595
C 6.875 13.673 13.706
F 6.510 14.749 14.452
Ge 9.985 12.923 10.819
S 11.148 14.840 10.841
C 9.002 12.578 9.176
C 7.923 13.432 8.906
F 7.509 14.295 9.842
C 7.232 13.382 7.684
F 6.182 14.139 7.406
C 7.623 12.441 6.756
F 7.048 12.385 5.585
C 8.636 11.548 7.061
F 9.032 10.544 6.177
C 9.288 11.576 8.261
F 10.301 10.710 8.509
C 11.335 11.525 11.065
C 11.303 10.500 11.986
F 10.375 10.533 12.959
C 12.301 9.535 12.141
F 12.270 8.591 13.003
C 13.340 9.562 11.189
F 14.158 8.527 11.103
C 13.368 10.552 10.247
F 14.320 10.473 9.334
C 12.443 11.569 10.258
F 12.545 12.543 9.359